Entry 1:
Molecular formula: C26H28F6N3
Method: DFT, ωB97M-V/def2-TZVPD

Structure (ORCA input):
```
! wB97M-V def2-TZVPD RIJCOSX def2/J DEFGRID3
* xyz 1 1
C -6.268 -0.968 3.806
C -4.775 -0.838 3.481
C -4.113 0.394 3.542
C -2.740 0.523 3.237
C -2.045 -0.578 2.765
N -0.688 -0.380 2.214
C -2.638 -1.831 2.796
C -3.992 -1.961 3.138
H -6.568 -2.029 3.851
H -6.555 -0.467 4.752
H -6.851 -0.491 3.004
H -4.677 1.309 3.753
H -2.240 1.492 3.275
H -0.288 -1.322 2.070
H -0.108 -0.002 2.978
H -2.064 -2.709 2.465
H -4.470 -2.936 3.075
C 6.279 1.688 -0.435
N 5.665 1.191 0.760
C 6.531 1.040 1.911
C 7.047 -0.371 1.949
F 7.897 -0.637 2.971
F 5.998 -1.268 2.032
F 7.683 -0.666 0.761
C 4.329 0.920 0.801
C 3.619 0.833 2.018
C 2.239 0.633 2.069
C 1.492 0.469 0.906
C -0.072 0.579 1.025
C -0.711 0.205 -0.331
C -1.374 -1.018 -0.503
C -2.144 -1.261 -1.654
C -2.175 -0.308 -2.731
N -2.781 -0.519 -3.944
C -3.500 -1.717 -4.322
C -2.939 0.561 -4.921
C -1.989 0.424 -6.108
F -2.589 0.584 -7.320
F -0.944 1.333 -6.052
F -1.366 -0.816 -6.161
C -1.363 0.858 -2.589
C -0.594 1.060 -1.446
C 2.213 0.355 -0.301
C 3.563 0.715 -0.362
H 5.598 2.373 -0.986
H 7.197 2.254 -0.157
H 6.548 0.872 -1.143
H 7.381 1.723 1.780
H 6.009 1.227 2.848
H 4.154 0.945 2.959
H 1.760 0.610 3.064
H -0.350 1.662 1.350
H -1.335 -1.807 0.293
H -2.717 -2.194 -1.705
H -3.108 -2.606 -3.786
H -4.595 -1.608 -4.118
H -3.373 -1.881 -5.416
H -3.977 0.492 -5.308
H -2.738 1.540 -4.467
H -1.286 1.570 -3.418
H 0.072 1.938 -1.458
H 1.760 0.014 -1.240
H 4.064 0.801 -1.314
*
```

SMILES: Cc1ccc([NH2+]C(c2ccc(N(C)CC(F)(F)F)cc2)c2ccc(N(C)CC(F)(F)F)cc2)cc1
Highest occupied orbital energy in eV: -10.4

=====

Entry 2:
Molecular formula: C26H28F6N5O6S2Ti
Method: DFT, ωB97M-V/def2-TZVPD

Structure (ORCA input):
```
! wB97M-V def2-TZVPD RIJCOSX def2/J DEFGRID3
* xyz 1 3
Ti 1.184 -0.213 -0.031
C -3.184 3.301 4.404
C -2.390 2.758 3.244
C -2.153 3.521 2.120
C -1.427 3.050 1.008
C -1.282 3.990 -0.058
N -1.255 3.797 -1.338
C -1.624 2.581 -2.049
C -3.076 2.186 -1.753
C -3.404 0.851 -2.393
N -2.640 -0.187 -1.743
C -2.856 -1.508 -1.947
C -1.946 -2.529 -1.637
C -2.318 -3.878 -1.882
C -1.447 -4.938 -1.730
C -1.875 -6.360 -1.976
C -0.139 -4.665 -1.357
C 0.277 -3.353 -1.055
C 1.584 -3.165 -0.524
N 2.099 -2.068 -0.062
C 3.264 -2.276 0.809
C 2.937 -1.699 2.200
C 1.439 -1.800 2.500
N 0.709 -0.698 1.833
C -0.221 -0.160 2.548
C -0.980 1.021 2.269
C -1.802 1.504 3.293
C -0.795 1.768 1.078
O 0.026 1.344 0.168
C -0.625 -2.275 -1.132
O -0.256 -1.074 -0.718
H -3.992 3.946 4.062
H -2.536 3.892 5.054
H -3.607 2.494 4.999
H -2.571 4.521 2.063
H -1.238 5.036 0.232
H -0.969 4.583 -1.906
H -0.939 1.783 -1.775
H -1.499 2.774 -3.112
H -3.750 2.954 -2.136
H -3.229 2.110 -0.676
H -3.178 0.890 -3.467
H -4.469 0.637 -2.287
H -1.748 0.054 -1.343
H -3.797 -1.773 -2.413
H -3.335 -4.068 -2.206
H -2.953 -6.435 -2.104
H -1.583 -6.998 -1.142
H -1.392 -6.752 -2.873
H 0.571 -5.479 -1.255
H 2.166 -4.083 -0.425
H 4.158 -1.817 0.400
H 3.458 -3.347 0.904
H 3.217 -0.647 2.251
H 3.500 -2.240 2.960
H 1.278 -1.747 3.579
H 1.040 -2.755 2.153
H -0.418 -0.607 3.523
H -1.927 0.892 4.180
F 6.353 1.652 -1.389
C 5.770 0.698 -0.692
F 5.747 1.023 0.597
F 6.422 -0.441 -0.843
S 4.001 0.457 -1.264
O 3.224 0.386 -0.003
O 3.953 -0.718 -2.059
N 3.652 1.833 -1.977
S 2.138 2.106 -1.634
O 1.552 3.229 -2.278
O 1.420 0.828 -1.778
C 2.350 2.858 0.191
F 3.623 3.247 0.244
F 2.114 2.235 1.351
F 1.598 3.964 0.204
*
```

Highest occupied orbital energy (alpha / beta) in eV: -7.9 / -10.5

=====

Entry 3:
Molecular formula: C26H28GaN2S2Si
Method: DFT, ωB97M-V/def2-TZVPD

Structure (ORCA input):
```
! wB97M-V def2-TZVPD RIJCOSX def2/J DEFGRID3
* xyz 1 1
C -1.072 -2.427 -1.999
C -1.037 -1.433 -3.021
C 0.333 -1.118 -3.276
H -1.895 -0.964 -3.498
C 1.133 -1.916 -2.405
C 0.263 -2.702 -1.608
H 0.578 -3.396 -0.825
H -1.975 -2.882 -1.589
H 0.695 -0.406 -4.010
H 2.219 -1.902 -2.367
Ga 3.445 0.094 0.614
C 1.722 0.739 0.362
H 1.177 0.160 -0.346
H 1.040 0.629 1.225
H 1.503 1.766 0.110
Si -1.367 1.278 -0.066
C -3.019 0.929 0.755
C -3.844 0.027 0.070
H -3.546 -0.347 -0.920
C -5.020 -0.446 0.656
H -5.649 -1.146 0.103
C -5.365 -0.028 1.951
H -6.264 -0.414 2.417
C -4.549 0.863 2.660
H -4.817 1.178 3.679
C -3.370 1.337 2.074
H -2.698 2.003 2.636
C -1.408 1.897 -1.818
C -2.631 2.273 -2.400
H -3.575 2.167 -1.855
C -2.657 2.799 -3.700
H -3.601 3.071 -4.145
C -1.492 3.006 -4.429
H -1.498 3.546 -5.373
C -0.307 2.495 -3.911
H 0.589 2.524 -4.511
C -0.254 1.937 -2.628
H 0.692 1.517 -2.274
H -0.868 -0.152 -0.148
H -0.975 2.154 1.012
C 3.832 -3.290 -0.535
C 2.907 -3.001 0.584
N 2.911 -1.861 1.261
C 2.215 -1.901 2.477
C 1.679 -3.150 2.708
S 2.049 -4.275 1.432
C 2.335 -0.699 3.268
C 1.768 -0.207 4.427
S 2.276 1.455 4.740
C 3.204 1.423 3.279
N 3.219 0.231 2.710
C 3.973 2.524 2.662
H 4.351 -4.221 -0.271
H 3.283 -3.465 -1.468
H 4.566 -2.487 -0.679
H 1.163 -3.421 3.621
H 1.087 -0.771 5.060
H 3.836 3.437 3.253
H 5.039 2.238 2.656
H 3.673 2.733 1.614
*
```

Highest occupied orbital energy (alpha / beta) in eV: -10.4 / -10.5

=====

Entry 4:
Molecular formula: C26H28GeN5O7Ti
Method: DFT, ωB97M-V/def2-TZVPD

Structure (ORCA input):
```
! wB97M-V def2-TZVPD RIJCOSX def2/J DEFGRID3
* xyz 0 2
Ti -1.037 1.065 -0.232
O -3.096 -1.308 1.713
C -3.271 -0.643 0.704
O -2.778 0.555 0.551
C -4.099 -1.168 -0.464
C -5.389 -0.332 -0.665
C -6.367 -1.121 -1.546
C -5.716 -0.949 -2.941
C -4.485 -0.100 -2.591
O -4.960 0.719 -1.525
C -3.451 -0.988 -1.888
C -2.098 -0.351 -1.740
O -1.210 -0.923 -1.043
O -1.883 0.858 -2.072
H -4.322 -2.212 -0.252
H -5.802 0.085 0.250
H -7.356 -0.667 -1.511
H -6.459 -2.161 -1.235
H -6.369 -0.401 -3.618
H -5.452 -1.894 -3.416
H -4.082 0.523 -3.383
H -3.318 -1.965 -2.354
N -0.417 -0.121 1.802
N -0.042 0.799 2.804
C -0.115 2.101 2.461
N 0.199 3.078 3.324
N -0.541 2.296 1.247
N -0.503 3.464 0.517
O -0.785 4.572 1.000
O -1.028 2.996 -0.679
H -1.310 -0.570 2.044
H 0.322 -0.811 1.698
H -0.056 0.519 3.772
H 0.880 2.885 4.040
H 0.129 4.020 2.962
C 2.140 2.620 -1.613
Ge 1.563 0.920 -0.802
C 2.338 -0.476 -1.955
C 3.712 -0.717 -1.898
C 4.304 -1.662 -2.723
C 3.530 -2.380 -3.624
C 2.166 -2.149 -3.695
C 1.574 -1.202 -2.865
C 2.584 0.838 0.910
C 2.994 2.025 1.466
C 3.564 2.092 2.761
C 3.710 0.960 3.506
C 3.316 -0.297 2.978
C 3.453 -1.484 3.739
C 3.056 -2.691 3.240
C 2.509 -2.765 1.941
C 2.376 -1.635 1.182
C 2.765 -0.361 1.674
H 3.229 2.667 -1.681
H 1.770 3.482 -1.059
H 1.726 2.677 -2.620
H 4.328 -0.170 -1.192
H 5.371 -1.838 -2.661
H 3.990 -3.119 -4.268
H 1.556 -2.705 -4.396
H 0.507 -1.036 -2.921
H 2.877 2.949 0.911
H 3.888 3.049 3.152
H 4.145 0.997 4.498
H 3.881 -1.415 4.733
H 3.165 -3.591 3.831
H 2.202 -3.722 1.539
H 1.975 -1.711 0.178
*
```

Highest occupied orbital energy (alpha / beta) in eV: -7.9 / -8.0

=====

Entry 5:
Molecular formula: C26H28MoN6O9S
Method: DFT, ωB97M-V/def2-TZVPD

Structure (ORCA input):
```
! wB97M-V def2-TZVPD RIJCOSX def2/J DEFGRID3
* xyz 0 1
Mo -0.593 -0.527 0.947
O -2.632 -1.550 0.490
C -3.532 -2.320 1.237
C -3.023 -2.367 2.648
C -3.761 -3.035 3.616
C -3.302 -3.054 4.914
C -2.117 -2.396 5.198
C -1.446 -1.764 4.172
N -1.871 -1.741 2.898
H -2.714 -1.618 -0.493
H -3.601 -3.337 0.836
H -4.534 -1.879 1.220
H -4.686 -3.523 3.337
H -3.856 -3.566 5.690
H -1.712 -2.366 6.198
H -0.525 -1.252 4.388
O 1.756 2.184 5.636
C 2.408 1.063 5.395
O 3.359 0.703 6.045
C 1.908 0.211 4.275
C 2.480 -1.011 3.942
N 1.797 -1.518 2.915
N 0.822 -0.686 2.551
C 0.864 0.372 3.348
C -0.215 1.412 3.144
O -0.209 2.429 3.838
O -1.072 1.138 2.228
H 0.965 2.296 5.031
H 3.322 -1.514 4.386
H 1.866 -2.382 2.358
O 0.578 0.293 0.140
C 1.141 4.818 -2.135
C 1.013 4.004 -0.850
C -0.228 3.132 -0.798
N -0.170 2.131 -1.863
C -1.027 1.138 -1.977
S -2.332 0.950 -0.917
N -0.812 0.156 -2.914
C 0.255 -0.038 -3.791
O 0.634 -1.161 -4.034
C 0.823 1.155 -4.489
C -0.002 2.176 -4.951
C 0.540 3.226 -5.673
C 1.907 3.269 -5.913
C 2.731 2.255 -5.446
C 2.189 1.188 -4.748
H 2.004 5.482 -2.093
H 0.252 5.431 -2.294
H 1.263 4.183 -3.017
H 0.975 4.669 0.013
H 1.898 3.375 -0.709
H -1.134 3.727 -0.924
H -0.309 2.620 0.160
H 0.673 2.108 -2.417
H -1.333 -0.701 -2.703
H -1.066 2.138 -4.754
H -0.102 4.013 -6.045
H 2.330 4.096 -6.468
H 3.795 2.290 -5.636
H 2.808 0.373 -4.400
O 1.533 -3.228 1.311
C 0.896 -3.305 0.264
C 1.146 -4.376 -0.786
C 0.126 -4.055 -1.876
C -0.627 -2.864 -1.315
O -1.611 -2.372 -1.865
N -0.097 -2.442 -0.124
H 1.022 -5.355 -0.327
H 2.183 -4.299 -1.111
H -0.580 -4.857 -2.086
H 0.568 -3.750 -2.824
*
```

Highest occupied orbital energy in eV: -7.6

=====

Entry 6:
Molecular formula: C26H28N2O8
Method: DFT, ωB97M-V/def2-TZVPD

Structure (ORCA input):
```
! wB97M-V def2-TZVPD RIJCOSX def2/J DEFGRID3
* xyz 0 1
C -3.465 -2.773 0.120
C -2.080 -2.408 -0.397
C -1.275 -1.662 0.665
H -1.882 -0.841 1.050
H -1.025 -2.331 1.488
C 0.019 -1.076 0.089
N -0.248 -0.230 -1.054
H 0.520 -0.303 -1.716
C -0.420 1.134 -0.571
C -1.878 1.337 -0.210
C -2.353 1.758 1.019
C -3.717 1.868 1.240
C -4.650 1.561 0.260
C -4.178 1.141 -1.000
C -2.806 1.047 -1.199
H -2.469 0.717 -2.168
O -4.916 0.795 -2.089
C -6.322 0.893 -2.095
H -6.657 1.916 -1.912
H -6.779 0.227 -1.361
H -6.622 0.589 -3.098
O -6.006 1.643 0.463
C -6.477 2.089 1.709
H -7.563 2.085 1.625
H -6.178 1.416 2.520
H -6.136 3.105 1.932
H -4.050 2.197 2.211
H -1.690 2.003 1.834
H -0.164 1.844 -1.364
C 0.580 1.257 0.600
C 1.956 1.616 0.068
O 2.253 2.592 -0.565
N 2.828 0.604 0.431
C 2.228 -0.413 1.150
O 2.812 -1.333 1.660
C 0.737 -0.154 1.155
H 0.317 -0.324 2.145
C 4.204 0.594 0.081
C 4.720 -0.512 -0.573
C 6.064 -0.567 -0.928
C 6.842 0.520 -0.613
C 6.311 1.638 0.036
C 4.991 1.704 0.402
H 4.580 2.567 0.897
O 7.298 2.566 0.225
C 8.467 2.007 -0.335
O 8.174 0.725 -0.847
H 9.244 1.925 0.442
H 8.833 2.655 -1.148
H 6.478 -1.421 -1.436
H 4.065 -1.333 -0.820
H 0.283 2.008 1.330
C 1.012 -2.165 -0.317
O 1.788 -2.023 -1.232
O 0.959 -3.226 0.465
C 1.966 -4.213 0.268
H 2.897 -3.867 0.722
H 1.613 -5.114 0.764
H 2.121 -4.390 -0.797
H -2.175 -1.767 -1.273
H -1.546 -3.313 -0.693
H -4.023 -3.317 -0.638
H -4.019 -1.871 0.373
H -3.394 -3.396 1.009
*
```

SMILES: CCC[C@@]1(C(=O)OC)N[C@@H](c2ccc(OC)c(OC)c2)[C@@H]2C(=O)N(c3ccc4c(c3)OCO4)C(=O)[C@@H]21
Highest occupied orbital energy in eV: -8.1

=====

Q: Number 3 is which compound?
A: C26H28GaN2S2Si

=====

Please write out number 5 again, unchanged.
Molecular formula: C26H28MoN6O9S
Method: DFT, ωB97M-V/def2-TZVPD

Structure (ORCA input):
```
! wB97M-V def2-TZVPD RIJCOSX def2/J DEFGRID3
* xyz 0 1
Mo -0.593 -0.527 0.947
O -2.632 -1.550 0.490
C -3.532 -2.320 1.237
C -3.023 -2.367 2.648
C -3.761 -3.035 3.616
C -3.302 -3.054 4.914
C -2.117 -2.396 5.198
C -1.446 -1.764 4.172
N -1.871 -1.741 2.898
H -2.714 -1.618 -0.493
H -3.601 -3.337 0.836
H -4.534 -1.879 1.220
H -4.686 -3.523 3.337
H -3.856 -3.566 5.690
H -1.712 -2.366 6.198
H -0.525 -1.252 4.388
O 1.756 2.184 5.636
C 2.408 1.063 5.395
O 3.359 0.703 6.045
C 1.908 0.211 4.275
C 2.480 -1.011 3.942
N 1.797 -1.518 2.915
N 0.822 -0.686 2.551
C 0.864 0.372 3.348
C -0.215 1.412 3.144
O -0.209 2.429 3.838
O -1.072 1.138 2.228
H 0.965 2.296 5.031
H 3.322 -1.514 4.386
H 1.866 -2.382 2.358
O 0.578 0.293 0.140
C 1.141 4.818 -2.135
C 1.013 4.004 -0.850
C -0.228 3.132 -0.798
N -0.170 2.131 -1.863
C -1.027 1.138 -1.977
S -2.332 0.950 -0.917
N -0.812 0.156 -2.914
C 0.255 -0.038 -3.791
O 0.634 -1.161 -4.034
C 0.823 1.155 -4.489
C -0.002 2.176 -4.951
C 0.540 3.226 -5.673
C 1.907 3.269 -5.913
C 2.731 2.255 -5.446
C 2.189 1.188 -4.748
H 2.004 5.482 -2.093
H 0.252 5.431 -2.294
H 1.263 4.183 -3.017
H 0.975 4.669 0.013
H 1.898 3.375 -0.709
H -1.134 3.727 -0.924
H -0.309 2.620 0.160
H 0.673 2.108 -2.417
H -1.333 -0.701 -2.703
H -1.066 2.138 -4.754
H -0.102 4.013 -6.045
H 2.330 4.096 -6.468
H 3.795 2.290 -5.636
H 2.808 0.373 -4.400
O 1.533 -3.228 1.311
C 0.896 -3.305 0.264
C 1.146 -4.376 -0.786
C 0.126 -4.055 -1.876
C -0.627 -2.864 -1.315
O -1.611 -2.372 -1.865
N -0.097 -2.442 -0.124
H 1.022 -5.355 -0.327
H 2.183 -4.299 -1.111
H -0.580 -4.857 -2.086
H 0.568 -3.750 -2.824
*
```

Highest occupied orbital energy in eV: -7.6